1.
2 unconnected molecules or ions with the total composition H6Si3 in a non-equilibrium geometry, computed with ωB97M-V with the def2-TZVPD basis set.

The calculation puts the maximum force at 0.057 Eh/bohr. The calculation puts the HOMO energy (spin up / spin down) at -8.250 / -7.516 eV. As for the gap between HOMO and LUMO (spin up / spin down): 0.27681 / 0.19936 Ha.

XYZ file:
```
9
H6Si3, DFT ωB97M-V with the def2-TZVPD basis set
Si 3.426 -1.564 -0.263
Si -2.876 0.081 -0.109
Si 2.799 0.587 0.298
H 4.128 -1.519 -1.666
H -2.620 -1.466 -0.283
H -1.763 0.859 0.262
H -3.914 0.748 -0.790
H 2.445 0.946 1.773
H 2.886 2.024 -0.007
```

***

2.
A single C4H5NO molecule in a non-equilibrium geometry, computed with ωB97M-V with the def2-TZVPD basis set.

The calculation puts the maximum force at 0.060 Eh/bohr. The calculation puts the HOMO energy at -9.385 eV. As for the SMILES: C#C/C(C)=N/O. As for the gap between HOMO and LUMO: 0.38086 Ha.

XYZ file:
```
11
C4H5NO, DFT ωB97M-V with the def2-TZVPD basis set
C -0.889 -0.925 0.248
C 0.049 0.176 -0.049
N -0.335 1.344 -0.377
O -1.717 1.521 -0.438
C 1.459 -0.048 0.019
C 2.634 -0.306 0.095
H -1.766 -0.901 -0.369
H -0.467 -1.902 0.132
H -1.261 -0.891 1.255
H -1.386 2.449 -0.671
H 3.678 -0.517 0.156
```

***

3.
A gas-phase ion, C7H12BrClN3 (charge +1) in a non-equilibrium geometry, computed with ωB97M-V with the def2-TZVPD basis set.

Its total charge is +1. The calculation puts the maximum force at 0.099 Eh/bohr. The calculation puts the HOMO energy (spin up / spin down) at -10.509 / -13.311 eV. As for the gap between HOMO and LUMO (spin up / spin down): 0.24326 / 0.18702 Ha. As for the spin multiplicity: 3.

XYZ file:
```
24
C7H12BrClN3, DFT ωB97M-V with the def2-TZVPD basis set
C 0.168 1.567 1.255
C 0.932 0.525 1.331
C -1.361 0.326 -0.048
C -0.936 1.643 0.234
C 0.886 -0.549 0.328
C -0.261 2.486 -0.970
C -1.422 -1.917 0.030
N -0.583 -0.707 0.024
N -0.841 -3.020 -0.489
N 1.861 -0.167 -0.576
Cl -1.267 2.389 -2.409
Br -1.668 -2.037 2.289
H 0.214 2.418 1.942
H 1.744 0.433 2.199
H -2.388 -0.023 -0.161
H -1.707 2.432 0.492
H 1.147 -1.458 0.914
H 0.686 2.026 -1.206
H -0.094 3.574 -0.889
H -2.503 -1.754 -0.044
H 0.022 -3.216 -0.134
H -1.477 -3.859 -0.463
H 2.019 -0.906 -1.191
H 1.633 0.568 -1.265
```

***

4.
A molecular structure, C15H27F6N3NaO2Ta in a non-equilibrium geometry, computed with ωB97M-V with the def2-TZVPD basis set.

Its total charge is +2. The calculation puts the maximum force at 0.072 Eh/bohr. The calculation puts the HOMO energy at -16.308 eV. As for the gap between HOMO and LUMO: 0.31267 Ha.

XYZ file:
```
55
C15H27F6N3NaO2Ta, DFT ωB97M-V with the def2-TZVPD basis set
N 2.020 -0.625 -0.028
C 3.112 -0.738 0.583
O 4.119 -0.816 1.180
Na 0.127 0.675 -3.172
Ta 0.078 -0.320 -0.093
N -0.673 -1.648 -1.373
N -0.174 1.264 -1.293
C -0.388 -3.016 -0.853
C 0.532 2.603 -1.364
C 0.907 -3.504 -1.497
C -1.529 -3.976 -1.191
C -0.228 -2.934 0.658
C 0.235 3.237 -2.737
C 0.058 3.536 -0.253
C 2.023 2.335 -1.232
H 0.801 -3.558 -2.589
H 1.145 -4.509 -1.120
H 1.743 -2.833 -1.259
H -2.488 -3.576 -0.841
H -1.349 -4.932 -0.679
H -1.590 -4.188 -2.264
H 0.486 -2.110 0.984
H 0.234 -3.866 1.014
H -1.199 -2.818 1.157
H 0.787 2.735 -3.559
H 0.588 4.276 -2.726
H -0.843 3.251 -2.956
H -0.931 3.952 -0.479
H 0.754 4.385 -0.165
H 0.010 3.037 0.723
H 2.276 1.909 -0.252
H 2.560 3.291 -1.332
H 2.411 1.658 -2.011
C -1.659 1.312 -1.057
H -1.982 0.436 -0.428
H -1.970 2.228 -0.534
H -2.213 1.259 -2.013
C -1.064 -1.568 -2.805
H -1.646 -2.450 -3.097
H -1.732 -0.704 -2.985
H -0.183 -1.528 -3.484
C 1.037 1.386 3.216
C -0.204 0.554 3.024
O -0.388 0.093 1.665
C -0.142 -0.746 3.879
F -0.017 -0.526 5.214
F -1.217 -1.543 3.675
F 0.958 -1.471 3.479
C -1.492 1.369 3.326
F -1.546 1.885 4.583
F -1.545 2.432 2.452
F -2.613 0.648 3.108
H 1.916 0.811 2.900
H 1.132 1.646 4.280
H 0.955 2.304 2.620
```